{"formula": "C28H34ClN2P2PdS5", "method": "the ωB97M-V functional and the def2-TZVPD basis", "species": ["Pd", "S", "C", "S", "C", "C", "S", "S", "S", "C", "P", "C", "N", "C", "C", "C", "C", "C", "C", "N", "C", "P", "C", "C", "C", "C", "C", "C", "C", "C", "C", "H", "H", "H", "H", "H", "H", "H", "H", "H", "H", "H", "H", "H", "H", "H", "H", "H", "H", "H", "H", "H", "H", "H", "H", "H", "H", "H", "H", "Cl", "C", "C", "C", "C", "C", "C", "C", "H", "H", "H", "H", "H", "H"], "xyz": [[0.07730, 0.45150, -0.17810], [5.75000, -0.29140, 4.60600], [4.44010, -0.20970, 3.62560], [4.53670, -0.42860, 1.90260], [2.82510, -0.19230, 1.53650], [2.00980, 0.05100, 2.61430], [0.33910, 0.28540, 2.55560], [2.82340, 0.09670, 4.18790], [2.35430, -0.31240, -0.09270], [-2.58230, -2.54500, 0.85880], [-1.47740, -1.52800, -0.22220], [-2.74810, -0.67610, -1.23050], [-3.49460, -1.42440, -2.02910], [-4.41200, -0.78440, -2.79710], [-5.13950, -1.48540, -3.76910], [-6.07180, -0.82570, -4.54220], [-6.33120, 0.52910, -4.35280], [-5.63510, 1.24360, -3.40580], [-4.65000, 0.61070, -2.63850], [-3.91730, 1.34350, -1.77080], [-2.95020, 0.71190, -1.11740], [-1.88290, 1.78100, -0.11450], [-2.13390, 3.40450, -0.94290], [-2.91750, 2.03040, 1.45110], [-2.08080, 2.82130, 2.45230], [-4.23220, 2.74940, 1.16000], [-3.21350, 0.64640, 2.01040], [-0.75590, -2.89970, -1.29350], [0.34350, -3.55930, -0.45760], [-1.76160, -3.94020, -1.77330], [-0.11200, -2.19340, -2.47690], [-3.43470, -2.89790, 0.28060], [-2.92630, -1.95630, 1.70280], [-2.01490, -3.39060, 1.24010], [-4.93690, -2.53650, -3.91400], [-6.61250, -1.36530, -5.30710], [-7.06690, 1.02590, -4.96850], [-5.81750, 2.29530, -3.25110], [-3.19220, 3.53460, -1.15690], [-1.58390, 3.41760, -1.88150], [-1.76190, 4.21200, -0.31110], [-1.77900, 3.78140, 2.03740], [-1.18470, 2.25870, 2.70810], [-2.65020, 3.00780, 3.36400], [-4.08180, 3.82100, 1.04950], [-4.91690, 2.59370, 1.99490], [-4.69590, 2.35670, 0.25490], [-2.28080, 0.09610, 2.12730], [-3.87100, 0.10340, 1.33410], [-3.69930, 0.71190, 2.98280], [-0.06740, -4.10900, 0.38780], [1.02810, -2.79670, -0.08160], [0.90900, -4.25580, -1.07690], [-2.14890, -4.53310, -0.94680], [-1.26170, -4.61860, -2.46540], [-2.58920, -3.45340, -2.28400], [0.56430, -1.41670, -2.09710], [-0.87450, -1.72770, -3.09820], [0.45990, -2.88890, -3.09150], [-0.12430, -1.45940, -7.14030], [0.13400, -0.54130, -5.68850], [-0.92440, 0.15910, -5.12470], [-0.72570, 0.86530, -3.95720], [0.52540, 0.88500, -3.30790], [0.77000, 1.60090, -2.08340], [1.57440, 0.17000, -3.92300], [1.38990, -0.52410, -5.09560], [-1.90130, 0.13540, -5.58770], [-1.56100, 1.39560, -3.51840], [0.20620, 2.52460, -1.97520], [1.83400, 1.75100, -1.88470], [2.54360, 0.15820, -3.44320], [2.20840, -1.06970, -5.54070]], "atomic_forces_ev_per_a": [[1.04, 1.72, 0.62], [0.45, -0.03, 0.37], [-0.55, -0.02, -0.41], [-0.50, 0.19, 0.47], [-0.24, 0.22, 2.18], [1.94, -0.42, -0.71], [-1.38, 0.23, -0.53], [0.36, -0.11, -0.75], [-0.62, -0.11, -1.65], [-0.01, 0.32, -0.11], [0.67, -0.67, 0.38], [-0.61, -1.64, -0.58], [0.07, 0.83, 0.11], [0.02, 0.60, 0.18], [-0.50, 0.02, -0.53], [0.41, -0.90, 0.18], [0.16, 0.81, 0.37], [-0.52, -0.10, -0.57], [0.22, -0.54, 0.05], [0.47, -0.68, 0.16], [-1.24, 1.43, -0.62], [0.59, -0.05, 0.34], [0.17, -0.27, -0.02], [0.14, -0.09, 0.07], [0.16, -0.10, -0.17], [0.08, -0.07, -0.17], [0.25, -0.01, -0.16], [-0.19, 0.09, -0.19], [-0.12, 0.36, 0.17], [0.04, 0.09, -0.04], [0.07, 0.16, 0.26], [-0.07, -0.11, 0.02], [-0.04, -0.03, 0.08], [0.05, -0.03, 0.00], [0.03, -0.08, 0.04], [-0.01, -0.07, -0.02], [-0.08, 0.03, -0.01], [0.05, 0.14, 0.04], [0.07, 0.08, 0.04], [-0.01, 0.04, -0.04], [0.02, -0.09, 0.03], [0.03, 0.17, 0.01], [0.09, 0.11, 0.10], [-0.12, -0.01, 0.03], [-0.02, 0.10, -0.09], [-0.02, 0.00, 0.08], [-0.17, 0.09, 0.04], [-0.01, -0.15, 0.11], [-0.13, -0.16, -0.01], [-0.06, 0.09, 0.11], [-0.01, -0.09, 0.10], [0.11, -0.07, 0.04], [0.00, -0.08, -0.09], [-0.08, -0.08, 0.06], [0.06, -0.12, -0.07], [0.03, -0.22, -0.03], [-0.11, -0.25, -0.24], [0.04, 0.08, -0.15], [0.04, -0.12, -0.02], [-0.02, -0.11, -0.21], [0.01, 0.17, 0.25], [0.09, -0.16, -0.18], [0.44, 0.09, 0.35], [-0.09, -0.48, -1.00], [-0.23, -0.07, 1.92], [-0.32, 0.38, 0.35], [-0.28, -0.19, -0.26], [-0.02, -0.01, -0.08], [-0.06, 0.08, 0.06], [0.16, -0.06, -0.12], [-0.33, -0.01, 0.10], [0.07, 0.03, 0.05], [0.03, -0.06, -0.08]], "mulliken_charge": [-0.587, -0.335, 0.113, -0.107, 0.072, 0.113, -0.541, -0.115, -0.578, -1.747, 1.479, -0.007, -0.007, 0.118, -0.462, -0.583, -0.565, -0.575, 0.105, 0.024, -0.448, 1.333, -1.891, 1.929, -1.410, -1.743, -1.578, 2.094, -1.620, -1.812, -1.770, 0.386, 0.342, 0.472, 0.496, 0.410, 0.395, 0.470, 0.488, 0.561, 0.383, 0.312, 0.079, 0.486, 0.333, 0.479, 0.283, -0.031, 0.372, 0.615, 0.352, 0.160, 0.492, 0.362, 0.546, 0.138, -0.051, 0.202, 0.695, -0.276, 0.482, -0.959, 0.157, 1.469, -2.529, -0.148, -0.883, 0.484, 0.249, 0.424, 0.595, 0.378, 0.425], "e_lumo_ev": 1.0, "homo_ev": -3.29, "multiplicity": 1, "total_charge": -1, "gap_ev": 4.32}